26
Properties=species:S:1:pos:R:3:forces:R:3:nbo_charge:R:1 method="wB97M-V/def2-TZVPD" fmax_ev_per_a=4.560 homo_energy_ev=-5.7 e_above_lowest_kj_mol=220.1 multiplicity=1 total_energy_ev=-15300.216 charge=-1 mol_weight_g_mol=140.95
O 0.32675 -1.03844 4.22160 0.205 0.044 0.345 -0.953
O -2.24906 3.56303 2.12372 -0.262 0.194 0.154 -0.947
O -1.03246 2.74319 -3.36336 -0.193 0.249 -0.160 -0.945
O 0.16807 -4.18880 -2.99933 0.003 -0.281 -0.363 -0.955
O -4.89483 -0.66148 -0.13762 -0.358 0.140 -0.012 -0.947
O 4.12221 1.43220 2.64383 0.267 0.163 0.212 -0.951
O 3.71457 0.30665 -1.98691 0.365 0.179 -0.001 -0.953
B -0.18631 -0.69235 -0.11844 -0.027 0.052 0.095 -0.844
H 0.68471 -0.72570 0.51752 3.632 0.105 2.655 -0.040
H -0.77974 0.19637 0.03079 -2.161 3.838 0.429 -0.037
H -0.00780 -3.30750 -2.66975 -0.095 0.414 0.254 0.490
H 0.11106 -0.85450 -1.14289 1.220 -0.449 -4.365 -0.048
H -1.93616 2.88659 1.52309 0.092 -0.325 -0.229 0.484
H 3.67400 0.08468 -2.91712 -0.032 -0.051 -0.178 0.461
H -0.81722 -1.51787 0.17265 -2.615 -3.551 1.164 -0.028
H 2.95745 -0.13448 -1.60167 -0.471 -0.134 0.273 0.492
H -1.46006 4.04136 2.37850 0.188 0.067 0.050 0.462
H -0.43964 -1.45718 4.61348 -0.160 -0.063 0.057 0.460
H -0.79637 1.94168 -2.89636 0.023 -0.343 0.338 0.487
H 3.30635 0.97499 2.84773 -0.279 -0.158 0.040 0.478
H 0.15344 -1.05354 3.28035 -0.016 0.053 -0.577 0.493
H 4.17216 1.41923 1.68802 -0.032 -0.032 -0.281 0.473
H -5.15847 -1.58163 -0.14509 -0.012 -0.193 -0.025 0.459
H 0.62136 -4.62810 -2.27977 0.072 -0.018 0.202 0.465
H -3.97798 -0.67676 0.13693 0.475 0.062 0.011 0.487
H -0.27601 2.92836 -3.91989 0.171 0.039 -0.090 0.458